89
Properties=species:S:1:pos:R:3:lowdin_spin:R:1 method="wB97M-V/def2-TZVPD" charge=0 e_homo_ev="-8.307 / -8.307" multiplicity=2 s2=0.754 gap_ha="0.3167 / 0.3037"
C 2.661 1.001 0.444 0.004
C 2.333 1.273 1.921 0.028
C 2.772 2.711 2.239 0.021
C 3.099 0.271 2.800 0.001
C 2.515 -0.141 4.170 0.000
C 3.231 0.496 5.386 0.000
C 2.653 1.774 5.987 0.000
C 3.605 2.403 7.004 0.000
S 4.914 3.420 6.245 0.000
C 0.973 -0.089 4.215 0.000
C 0.197 0.918 3.345 0.027
C -1.173 0.288 3.064 0.005
C -0.071 2.276 4.019 0.020
N 0.860 1.116 2.037 0.410
O 0.192 1.820 1.201 0.473
H 2.706 1.949 -0.095 0.000
H 1.855 0.415 0.004 0.000
H 3.614 0.488 0.320 0.000
H 3.759 2.863 1.797 0.002
H 2.092 3.432 1.785 0.003
H 2.867 2.909 3.305 0.000
H 3.241 -0.640 2.214 0.000
H 4.098 0.692 2.934 0.000
H 2.750 -1.203 4.258 0.000
H 4.284 0.648 5.129 0.000
H 3.234 -0.252 6.186 0.000
H 1.710 1.561 6.494 0.000
H 2.458 2.523 5.222 0.000
H 3.061 3.106 7.633 0.000
H 4.066 1.641 7.634 0.000
H 5.069 2.691 5.132 0.000
H 0.631 -1.078 3.900 0.000
H 0.625 0.021 5.243 0.000
H -1.062 -0.676 2.565 0.000
H -1.783 0.953 2.458 -0.001
H -1.684 0.129 4.015 0.000
H 0.775 2.954 3.962 0.000
H -0.911 2.762 3.524 0.002
H -0.325 2.115 5.066 0.002
N -0.143 1.080 -1.967 0.002
C -1.312 0.825 -2.623 0.000
C -1.000 0.303 -3.853 0.000
C 0.418 0.238 -3.944 0.000
C 0.911 0.722 -2.762 0.000
H -0.063 1.469 -1.038 0.000
H -2.266 1.034 -2.169 0.000
H -1.714 0.004 -4.606 0.000
H 1.001 -0.127 -4.773 0.000
H 1.924 0.846 -2.417 0.000
N 3.916 -2.034 -1.767 0.000
C 4.239 -2.948 -0.803 0.000
C 5.604 -3.062 -0.776 0.000
C 6.122 -2.181 -1.763 0.000
C 5.055 -1.561 -2.357 0.000
H 2.981 -1.755 -2.009 0.000
H 3.476 -3.437 -0.223 0.000
H 6.168 -3.707 -0.123 0.000
H 7.159 -2.022 -2.010 0.000
H 5.010 -0.827 -3.144 0.000
N -4.306 -1.408 -5.539 0.000
C -4.477 -1.411 -4.181 0.000
C -5.641 -0.748 -3.903 0.000
C -6.195 -0.326 -5.143 0.000
C -5.349 -0.750 -6.132 0.000
H -3.536 -1.828 -6.026 0.000
H -3.761 -1.885 -3.530 0.000
H -6.052 -0.580 -2.921 0.000
H -7.109 0.225 -5.288 0.000
H -5.401 -0.640 -7.201 0.000
N -0.822 -3.261 -4.280 0.000
C -0.457 -3.707 -5.520 0.000
C 0.045 -4.974 -5.381 0.000
C -0.021 -5.304 -4.000 0.000
C -0.561 -4.226 -3.349 0.000
H -1.211 -2.355 -4.083 0.000
H -0.579 -3.088 -6.393 0.000
H 0.420 -5.594 -6.178 0.000
H 0.293 -6.226 -3.540 0.000
H -0.781 -4.066 -2.307 0.000
N -6.318 0.956 -0.283 0.000
C -7.651 1.244 -0.166 0.000
C -7.822 2.567 -0.474 0.000
C -6.541 3.097 -0.791 0.000
C -5.635 2.079 -0.664 0.000
H -5.905 0.058 -0.114 0.000
H -8.360 0.488 0.124 0.000
H -8.760 3.096 -0.475 0.000
H -6.313 4.109 -1.080 0.000
H -4.570 2.058 -0.815 0.000



60
Properties=species:S:1:pos:R:3:nbo_charge:R:1 method="wB97M-V/def2-TZVPD" charge=0 e_homo_ev=-4.399 gap_ha=0.1313
C -0.708 4.295 -1.918 -0.643
C -0.308 2.929 -2.517 -0.212
N -0.896 1.748 -1.890 -0.510
C -0.489 1.540 -0.504 -0.226
C 0.782 0.669 -0.355 -0.439
C 0.599 -0.496 0.645 -0.198
B 0.355 0.160 2.116 1.233
O -0.199 -0.600 3.139 -0.952
O 0.656 1.468 2.298 -0.751
C -0.244 2.280 3.084 -0.249
C -0.713 -1.263 0.351 -0.258
N -0.604 -2.708 0.432 -0.634
C 0.234 -3.281 1.467 -0.226
C 1.608 -2.605 1.571 -0.215
N 1.807 -1.431 0.645 -0.237
C 2.225 -1.954 -0.717 -0.325
C 1.134 -2.379 -1.708 0.427
O 1.176 -3.482 -2.161 -0.473
C 2.992 -0.660 1.199 0.128
O 4.131 -1.441 1.084 -0.544
C 5.237 -0.816 0.432 -0.254
C -2.302 1.570 -2.097 0.705
C -2.755 0.157 -1.826 -0.730
O -3.003 2.476 -2.465 -0.558
H -1.073 4.954 -2.706 0.228
H -1.517 4.183 -1.198 0.226
H 0.143 4.792 -1.447 0.193
H 0.779 2.813 -2.431 0.177
H -0.529 2.887 -3.583 0.218
H -1.333 1.096 0.024 0.223
H -0.305 2.504 -0.019 0.205
H 1.586 1.322 -0.012 0.214
H 1.064 0.322 -1.352 0.222
H 0.409 -0.868 3.832 0.510
H 0.014 2.220 4.141 0.189
H -1.274 1.943 2.963 0.197
H -0.156 3.299 2.718 0.203
H -1.533 -0.871 0.968 0.222
H -0.988 -1.026 -0.674 0.240
H -1.533 -3.109 0.486 0.413
H 0.387 -4.339 1.246 0.217
H -0.243 -3.241 2.455 0.192
H 2.403 -3.315 1.360 0.238
H 1.769 -2.258 2.590 0.210
H 2.815 -1.165 -1.189 0.230
H 2.842 -2.837 -0.585 0.255
H 0.391 -1.644 -2.053 0.147
H 3.085 0.268 0.640 0.209
H 2.796 -0.487 2.260 0.196
H 6.125 -1.377 0.715 0.216
H 5.362 0.217 0.763 0.185
H 5.131 -0.865 -0.656 0.181
H -1.996 -0.498 -2.264 0.193
H -2.870 -0.054 -0.764 0.256
H -3.702 -0.072 -2.307 0.302
C -5.754 -0.216 -0.844 -0.200
O -5.087 -1.381 -0.711 -0.991
H -5.254 0.666 -0.334 0.054
H -5.875 0.156 -1.901 0.074
H -6.795 -0.193 -0.436 0.098



17
Properties=species:S:1:pos:R:3:lowdin_spin:R:1 method="wB97M-V/def2-TZVPD" charge=+1 e_homo_ev="-13.833 / -13.777" de_lowest_ev=1.415 multiplicity=2 s2=0.754 gap_ha="0.3723 / 0.1840"
C 1.211 -1.037 0.150 0.041
C -0.255 -0.663 0.405 0.120
C -0.829 0.333 -0.585 0.005
C -0.035 1.626 -0.890 0.001
N 0.771 2.190 0.117 0.012
O -0.425 2.287 -1.805 0.001
N -1.050 -1.859 0.399 0.713
H 1.470 -1.987 0.618 0.001
H 1.870 -0.257 0.518 0.001
H 1.398 -1.182 -0.916 0.003
H -0.394 -0.312 1.454 0.068
H -0.917 -0.165 -1.557 0.001
H -1.822 0.704 -0.320 0.000
H 0.367 2.921 0.680 0.000
H 1.587 1.754 0.508 0.000
H -2.030 -1.767 0.121 0.017
H -0.916 -2.586 1.102 0.016



17
Properties=species:S:1:pos:R:3:nbo_charge:R:1 method="wB97M-V/def2-TZVPD" charge=0 e_homo_ev=-8.669 de_lowest_ev=3.621 gap_ha=0.3454
C -0.764 0.519 0.083 0.042
C 0.607 -0.505 -0.919 0.116
C 0.422 0.959 -0.759 -0.495
C -0.814 0.768 1.559 -0.631
C 1.624 -1.243 -0.112 -0.651
N -1.118 -1.047 -0.431 -0.484
C -1.936 -0.037 -0.658 0.608
O -3.028 0.295 -1.048 -0.569
H 0.462 -0.898 -1.918 0.227
H 1.184 1.450 -0.159 0.225
H 0.186 1.534 -1.651 0.237
H 0.068 0.375 2.068 0.208
H -0.872 1.844 1.739 0.228
H -1.699 0.298 1.984 0.237
H 1.757 -0.816 0.879 0.216
H 1.341 -2.291 -0.014 0.245
H 2.579 -1.207 -0.644 0.240



46
Properties=species:S:1:pos:R:3:lowdin_spin:R:1 method="wB97M-V/def2-TZVPD" charge=+1 e_homo_ev="-10.399 / -10.476" de_lowest_ev=1.160 multiplicity=2 s2=0.759 gap_ha="0.2697 / 0.2609"
Ru 0.728 0.102 -0.645 0.814
C -2.259 2.707 1.014 0.004
C -1.120 1.783 0.748 0.032
N -0.486 1.689 -0.376 -0.014
N -0.849 2.594 -1.357 0.000
C -0.180 2.401 -2.465 0.005
N -0.443 3.259 -3.481 0.003
S 0.963 1.145 -2.748 0.050
C -0.583 0.943 1.839 -0.001
C -1.085 0.991 3.131 0.006
C -0.396 0.333 4.137 -0.003
C 0.781 -0.322 3.817 0.007
C 1.198 -0.351 2.498 0.001
N 0.518 0.232 1.509 0.021
H -2.470 3.317 0.144 0.000
H -2.039 3.359 1.860 0.001
H -3.145 2.117 1.263 0.002
H -0.946 4.104 -3.263 0.000
H 0.171 3.269 -4.276 0.000
H -1.985 1.546 3.346 0.001
H -0.762 0.353 5.155 0.000
H 1.380 -0.809 4.573 0.001
H 2.106 -0.863 2.225 0.000
N 2.580 -3.418 0.670 0.001
C 2.298 -2.218 0.164 0.003
O 1.114 -1.911 -0.094 0.011
C 3.385 -1.213 -0.052 -0.001
C 2.825 -0.022 -0.827 0.023
H 1.843 -4.088 0.820 0.000
H 3.532 -3.690 0.842 0.000
H 4.200 -1.704 -0.597 -0.001
H 3.813 -0.943 0.917 0.000
H 3.029 -0.165 -1.889 0.001
H 3.301 0.916 -0.545 0.010
O 0.900 -2.093 -3.095 0.003
H 0.530 -2.094 -3.985 0.000
H 0.915 -3.022 -2.843 0.000
N -2.070 -0.304 -1.789 0.004
C -3.338 -0.598 -1.486 0.000
C -3.313 -1.328 -0.315 0.000
C -1.959 -1.425 0.012 0.000
N -1.205 -0.811 -0.898 0.016
H -1.693 0.193 -2.585 0.001
H -4.151 -0.287 -2.120 0.000
H -4.153 -1.749 0.208 0.000
H -1.480 -1.924 0.839 0.000



10
Properties=species:S:1:pos:R:3:nbo_charge:R:1 method="wB97M-V/def2-TZVPD" charge=-1 e_homo_ev=-3.894 de_lowest_ev=1.961 gap_ha=0.2784
C -1.148 -0.367 0.407 -0.327
N 0.299 -0.476 0.652 -0.911
O 1.180 0.736 -1.375 -1.061
O 2.723 -0.372 0.149 -1.037
S -1.616 0.974 -0.744 -0.347
S 1.436 -0.519 -0.511 1.632
H -1.559 -0.020 1.358 0.198
H -1.658 -1.233 0.057 0.188
H 0.622 0.192 1.415 0.372
H -0.278 1.085 -1.407 0.293